No. 1
Molecular formula: C11H18OSi
Method: DFT, wB97M-V/def2-TZVPD

Summary:
- ΔE to the lowest compared entry with this formula, charge and spin: 85.8 kcal per mole
- LUMO energy: 0.46 eV
- Gap between HOMO and LUMO: 8.61 eV
- E_HOMO: -0.29956 Ha

CARTESIAN COORDINATES (ANGSTROEM)
Si -0.960263 -0.915233 -0.396489
O -1.316420 -1.521627 -1.909858
C 2.191405 0.574171 -1.093481
C -1.920358 0.682399 0.175675
C 2.528584 -0.971847 0.712508
C -1.019488 -2.393511 0.758365
C -1.727699 0.874009 1.634964
C 3.506696 0.888027 -1.088428
C 4.356527 0.364790 -0.100653
C -3.339040 0.319677 -0.282866
C 1.700705 -0.368955 -0.194427
C 3.822331 -0.561746 0.758771
C -1.510869 1.918329 -0.654534
H -2.735918 0.911901 2.193771
H -0.197251 -3.075976 0.367913
H -1.939638 -2.783814 0.877803
H 3.884543 1.703837 -1.849361
H -1.221285 -0.061971 1.991721
H -0.442756 2.263098 -0.247521
H 1.541605 1.017694 -1.714831
H 5.410234 0.646174 -0.024731
H -3.729265 -0.654740 0.056640
H -0.771381 -2.038570 1.821596
H 4.530133 -0.949236 1.405592
H -1.311069 1.585810 -1.714877
H -2.369897 2.590211 -0.646066
H -0.781073 -1.429178 -2.783783
H -3.160337 0.309182 -1.390558
H 2.143288 -1.782108 1.428933
H -1.133392 1.801041 1.710641
H -4.028646 1.058172 0.197562

Forces on atoms 1 to 3 (eV/Å):
Si 3.08 0.49 0.25
O 1.35 0.65 -1.93
C 0.66 -2.05 2.24

---

No. 2
Molecular formula: C11H19BBrNO10PSTi
Method: DFT, wB97M-V/def2-TZVPD

Summary:
- Spin multiplicity: 2
- Expectation value of S²: 0.989
- LUMO energy (alpha / beta): -2.02 / -2.12 eV
- Gap between HOMO and LUMO (alpha / beta): 5.75 / 5.66 eV
- E_HOMO (alpha / beta): -0.28590 / -0.28592 Ha

CARTESIAN COORDINATES (ANGSTROEM)
Br 2.081883 0.425616 -3.696609
Ti -3.356726 -0.573467 2.168594
S -3.819373 0.845610 0.306927
P 2.205660 -1.066277 -1.953599
O 1.613677 -2.522996 -2.556927
O 1.190190 0.855714 1.394809
O -5.189703 0.899771 1.342401
O 4.565724 -0.459813 0.066127
O -4.053516 1.741184 -0.805175
O -2.656740 1.394016 1.095774
O -1.508869 2.540345 -2.919922
O 0.264878 2.292624 -1.796925
O 1.019819 -1.285981 0.585145
O -0.512929 -0.359746 2.416461
N -0.972573 2.894933 -1.933644
C 0.976160 -0.514027 -0.595899
C -0.432428 -0.653578 -1.269838
C -1.162875 -1.944829 -0.779226
C -2.294404 -1.648226 0.243152
C -3.542523 -0.855342 -0.392598
C 3.975674 0.696029 0.664921
C 1.414290 0.910276 -0.008195
C 1.736822 -1.095597 3.067949
C 2.895039 1.418668 -0.210807
C 2.388520 -1.267310 4.082916
C 0.506928 2.164157 -0.369723
B 0.859787 -0.516007 1.819933
H -0.504435 -2.741657 -0.379450
H 4.927428 -0.246535 -0.806918
H 0.864801 3.095606 0.121592
H -2.671414 -2.640507 0.611246
H 4.807644 1.442675 0.813756
H -1.896475 -1.075500 1.146431
H -1.105796 0.227153 -1.099964
H -1.672105 -2.385862 -1.678576
H -0.965909 0.380255 1.973530
H -0.341532 -0.720999 -2.383276
H -4.466471 -1.453561 -0.146286
H -3.516451 -0.787399 -1.508365
H 2.915424 2.496417 0.089779
H -5.947803 0.460573 0.906789
H 3.253087 1.393719 -1.268912
H 3.634123 0.410691 1.680626
H -0.485385 1.939829 0.101471
H 2.246977 -2.762325 -3.258686
H 2.731883 -1.348331 5.119185

Forces on atoms 1 to 3 (eV/Å):
Br -0.69 -0.32 0.17
Ti 0.05 1.42 0.65
S 2.55 1.78 -0.85

---

No. 3
Molecular formula: C11H19Cl2F2N3O12
Method: DFT, wB97M-V/def2-TZVPD

Summary:
- ΔE to the lowest compared entry with this formula, charge and spin: 0.0 kcal per mole
- LUMO energy: -0.25 eV
- Gap between HOMO and LUMO: 10.47 eV
- E_HOMO: -0.39397 Ha

CARTESIAN COORDINATES (ANGSTROEM)
Cl -39.602729 -3.802704 -1.155754
Cl -37.052234 -6.938665 -2.649363
F -43.929382 -3.520148 -0.526028
F -37.760431 -0.222908 -6.159853
O -39.488383 -1.340198 -5.232774
O -37.918595 -2.041746 -3.826010
O -39.454954 -3.505232 -4.587170
O -44.231879 -5.185732 -1.993495
O -37.994637 -11.705729 -5.101062
O -45.902981 -4.006836 -2.885432
O -40.319614 -7.541910 -3.640909
O -40.978356 -7.239985 -5.674208
O -46.010549 -6.254793 -2.883146
O -39.925000 -10.752968 -5.150379
O -41.008076 -4.172141 -10.308779
O -42.781125 -4.407952 -9.104745
N -41.577896 -4.374147 -9.257500
N -40.909654 -6.926552 -4.502656
N -38.723292 -10.750887 -5.281622
C -38.604328 -0.260340 -5.096217
C -38.084618 -9.482086 -5.687275
C -41.663955 -5.712676 -4.070901
C -40.740932 -4.619033 -8.041865
C -38.987790 -2.414392 -4.545375
C -37.841452 -5.351429 -2.422916
C -43.831669 -3.857411 -1.845200
C -45.446771 -5.259040 -2.606037
C -38.828429 -5.408920 -1.299923
C -44.833013 -3.097715 -2.730118
C -37.876429 -0.611152 -3.810514
H -38.556056 -9.123082 -6.597923
H -39.764338 -4.189938 -8.240676
H -39.188350 0.656466 -5.059331
H -37.024059 -9.648839 -5.820531
H -45.159009 -2.158903 -2.297169
H -41.804407 -5.114499 -4.964634
H -40.685728 -5.690288 -7.884770
H -37.048510 -4.631519 -2.243958
H -44.329152 -2.933659 -3.687711
H -38.287569 -8.747358 -4.909594
H -42.637095 -6.072915 -3.741452
H -38.400620 -5.669231 -0.333723
H -39.598980 -6.158833 -1.478922
H -36.837687 -0.293178 -3.783871
H -41.224428 -4.081478 -7.234342
H -38.387749 -0.207888 -2.935732
H -38.345885 -5.110028 -3.352223
H -42.804466 -3.700198 -2.165832
H -41.095983 -5.230816 -3.285477

Forces on atoms 1 to 3 (eV/Å):
Cl -0.17 0.06 0.11
Cl 0.00 -0.09 0.10
F -0.01 0.08 0.00

---

No. 4
Molecular formula: C11H19Cl2N2S5Zn
Method: DFT, wB97M-V/def2-TZVPD

Summary:
- ΔE to the lowest compared entry with this formula, charge and spin: 8.4 kcal per mole
- Charge: +1
- LUMO energy: -2.62 eV
- Gap between HOMO and LUMO: 7.60 eV
- E_HOMO: -0.37566 Ha

CARTESIAN COORDINATES (ANGSTROEM)
Zn -1.709672 -1.130189 -0.037163
Cl -4.027289 -0.562346 1.027338
Cl -2.222636 -2.314541 2.530981
S -2.493243 -0.138393 -2.156018
S -1.944207 -3.190148 -0.914831
S -0.358648 -3.374771 -6.526590
S -1.028613 -3.874473 -3.678139
S -1.408654 -1.232036 -4.782597
N 0.008494 -0.423259 0.476643
N 1.674827 0.677104 1.657363
C -1.620963 -2.671933 -2.569155
C -0.666472 1.288302 2.043013
C -1.522956 1.292597 -2.668341
C -1.780493 -1.447866 -3.090402
C -0.938920 -2.875118 -5.097555
C 2.731711 -0.068828 0.961609
C 0.393043 0.471085 1.357428
C -3.908640 -2.043978 2.041008
C 2.706456 2.912473 2.064985
C 2.112132 1.654314 2.670809
C 2.961130 0.375777 -0.475381
H 2.987616 3.606839 2.857436
H 2.050739 0.337807 -1.075796
H 1.272439 1.896286 3.311241
H 3.338829 1.397237 -0.507818
H -1.635443 1.085995 1.593100
H 0.758274 -0.959871 0.058758
H 2.506307 -1.136428 1.020847
H -1.988383 2.158468 -2.199415
H -0.725434 1.038643 3.102788
H 3.637617 0.075457 1.548232
H 3.696692 -0.275232 -0.947689
H -1.590363 1.407486 -3.747478
H -0.483059 1.210172 -2.358347
H 2.841038 1.145707 3.302088
H 3.603952 2.691972 1.484870
H -0.461042 2.354668 1.957285
H 1.989982 3.412220 1.409707
H -4.235813 -2.879326 1.435343
H -4.520335 -1.891875 2.919841

Forces on atoms 1 to 3 (eV/Å):
Zn -0.13 -0.13 -0.43
Cl 0.09 -0.18 0.19
Cl -0.31 0.05 0.04